No. 1
Below is a gas-phase ion, C7H9N2 (charge +1) in a non-equilibrium geometry, with properties calculated with ωB97M-V with the def2-TZVPD basis set.

Each line ends with the Mulliken charge.
Element x y z (Å)
C: -1.829 -2.335 -0.214  -0.106
C: -1.066 -1.712 0.490  -0.593
C: -0.473 -0.323 1.514  0.526
C: -0.550 -0.288 2.801  -0.711
N: -0.012 0.718 0.810  -0.166
C: 0.397 0.819 -0.496  0.606
C: 0.751 2.152 -1.006  -1.194
N: 0.689 -0.172 -1.233  -0.017
C: 0.952 -1.153 -1.957  -0.225
H: -2.208 -3.241 -0.568  0.385
H: -0.289 0.708 3.051  0.280
H: -0.591 -1.086 3.553  0.330
H: -0.238 1.571 1.283  0.249
H: 1.805 2.217 -1.134  0.326
H: 0.384 2.996 -0.336  0.330
H: 0.361 2.338 -2.061  0.354
H: 1.841 -1.826 -1.994  0.283
H: 0.077 -1.382 -2.503  0.343

Computed properties:
net charge = +1
HOMO-LUMO gap = 9.0 eV
ΔE to the lowest compared entry with this formula, charge and spin = 137.2 kcal/mol
energy = -381.1850 Ha
E_HOMO = -13.2987 eV

***

No. 2
Below is a molecular structure, C4H9N3S in a non-equilibrium geometry, with properties calculated with ωB97M-V with the def2-TZVPD basis set.

Each line ends with the Mulliken charge.
Element x y z (Å)
C: 0.576 -0.258 -0.144  -0.089
C: -0.776 -0.927 -0.030  -0.132
C: -2.028 -0.514 -0.905  -0.387
C: -1.517 -0.262 1.020  -0.775
H: 1.887 1.853 0.777  0.254
H: 1.766 2.143 -0.896  0.251
H: -0.646 1.236 0.061  0.470
H: -0.486 -1.929 0.199  0.474
H: -2.955 -1.300 -0.810  0.301
H: -1.619 -0.177 -1.911  0.294
H: -3.236 1.067 0.302  0.237
H: -1.065 0.332 1.913  0.263
H: -2.047 -1.137 1.380  0.345
N: 1.324 2.061 0.013  -0.707
N: 0.449 0.996 -0.232  0.053
N: -2.295 0.612 0.065  -0.514
S: 2.158 -1.000 0.026  -0.338

Computed properties:
HOMO-LUMO gap = 8.6 eV
ΔE to the lowest compared entry with this formula, charge and spin = 98.3 kcal/mol
energy = -720.1168 Ha
E_HOMO = -7.9844 eV

***

No. 3
Below is 4 unconnected molecules or ions with the total composition H8O4, with properties calculated with ωB97M-V with the def2-TZVPD basis set.

Each line ends with the Mulliken charge.
Element x y z (Å)
O: -2.178 -1.234 -0.952  -0.637
H: -1.248 -1.011 -0.919  0.396
H: -2.291 -1.895 -0.269  0.298
O: 2.322 -0.734 1.339  -0.685
H: 1.583 -1.111 1.817  0.335
H: 2.594 0.015 1.870  0.327
O: -1.376 2.378 -0.209  -0.612
H: -0.624 1.791 -0.134  0.312
H: -1.238 3.034 0.474  0.310
O: 0.436 -0.388 -0.934  -0.689
H: 1.136 -0.599 -0.316  0.345
H: 0.885 -0.245 -1.767  0.298

Computed properties:
HOMO-LUMO gap = 10.7 eV
ΔE to the lowest compared entry with this formula, charge and spin = 18.4 kcal/mol
energy = -305.7498 Ha
E_HOMO = -10.5352 eV

***

No. 4
Below is C3H8O in the gas phase, with properties calculated with ωB97M-V with the def2-TZVPD basis set.

Each line ends with the Mulliken charge.
Element x y z (Å)
C: -1.146 -0.609 0.567  -1.355
C: -0.177 0.084 -0.381  0.471
C: 1.317 -0.078 -0.044  -0.987
O: -0.493 1.475 -0.291  -0.574
H: -2.156 -0.235 0.371  0.319
H: -1.146 -1.697 0.450  0.351
H: -0.892 -0.374 1.606  0.345
H: -0.369 -0.262 -1.409  0.254
H: 1.901 -0.676 -0.752  0.290
H: 1.676 0.949 -0.071  0.297
H: 1.496 -0.459 0.968  0.269
H: -0.072 1.913 -1.041  0.321

Computed properties:
HOMO-LUMO gap = 11.3 eV
ΔE to the lowest compared entry with this formula, charge and spin = 5.1 kcal/mol
energy = -194.3278 Ha
E_HOMO = -10.2885 eV

***

No. 5
Below is C2H6N2O in the gas phase in a non-equilibrium geometry, with properties calculated with ωB97M-V with the def2-TZVPD basis set.

Each line ends with the Mulliken charge.
Element x y z (Å)
C: 1.238 0.624 0.002  -1.042
C: 0.638 -0.857 -0.028  -0.228
N: -0.774 -0.925 -0.055  -0.190
N: -1.366 0.166 -0.040  -0.036
O: -2.741 -0.009 0.046  -0.395
H: 2.321 0.554 0.041  0.359
H: 0.930 1.156 -0.894  0.314
H: 0.886 1.161 0.878  0.317
H: 1.005 -1.426 -0.888  0.279
H: 0.964 -1.334 0.900  0.246
H: -3.101 0.889 0.038  0.376

Computed properties:
HOMO-LUMO gap = 10.8 eV
ΔE to the lowest compared entry with this formula, charge and spin = 71.9 kcal/mol
energy = -264.4727 Ha
E_HOMO = -9.6556 eV

***

No. 6
Below is a gas-phase ion, C5H5O2S (charge -1) in a non-equilibrium geometry, with properties calculated with ωB97M-V with the def2-TZVPD basis set.

Each line ends with the Mulliken charge.
Element x y z (Å)
C: -1.139 1.657 -0.051  -0.528
C: 0.242 1.905 0.099  -0.068
C: -1.568 0.349 -0.087  -0.112
C: 0.460 -0.265 0.497  -0.605
C: 1.221 -1.450 -0.006  -0.033
O: 1.037 0.920 0.428  -0.131
O: 0.270 -2.559 0.075  -0.437
S: -2.853 -0.682 -0.081  -0.511
H: -1.683 2.427 -0.356  0.507
H: 0.849 2.908 0.085  0.254
H: 1.721 -1.184 -0.975  0.161
H: 2.045 -1.691 0.587  0.244
H: -0.602 -2.336 -0.215  0.258

Computed properties:
net charge = -1
HOMO-LUMO gap (spin up / spin down) = 5.7 / 6.0 eV
ΔE to the lowest compared entry with this formula, charge and spin = 115.7 kcal/mol
energy = -742.0421 Ha
E_HOMO (spin up / spin down) = -1.8826 / -2.1195 eV

***

- The lowest energy belongs to which entry?
  C5H5O2S